Molecular formula: C4H12NS2
Method: DFT, ωB97M-V/def2-TZVPD

Its HOMO-LUMO gap is 3.96 eV. The HOMO energy comes out at -12.45 eV. For the energy, the calculation gives -27486.96902 eV. The value obtained for the energy above the lowest of the compared OMol25 structures with the same formula, charge and spin is 230.92 kcal/mol. For the lowest unoccupied orbital energy, the calculation gives -8.49 eV. Its spin multiplicity is 1. As for the total charge: +1.

Last column: Löwdin charge in e.
Cartesian coordinates (Å):
N -2.78 -0.84 0.21  0.053
C -2.02 0.33 0.71  -0.397
C -0.91 -0.08 1.64  -0.600
S 0.32 1.21 1.88  0.798
S -0.40 -1.01 -1.74  0.541
C 2.59 0.08 -1.18  -0.009
C 2.65 0.71 0.09  -0.050
H -0.34 -0.76 -3.02  -0.261
H -3.66 -0.50 -0.14  0.092
H -2.27 -1.33 -0.53  -0.036
H -1.67 0.72 -0.24  0.046
H -2.59 1.15 1.18  0.130
H -1.40 -0.39 2.57  0.089
H -0.37 -0.96 1.19  0.087
H 3.32 0.54 -1.87  0.131
H 2.33 -1.01 -1.43  0.096
H 2.95 -0.07 0.81  0.123
H 2.74 1.67 0.47  0.064
H 1.52 0.53 -0.60  0.102